ORCA calculation (ωB97M-V/def2-TZVPD) on a molecular structure, C26H31MnN9Sb.

Calculated values
Orbital gap (spin up / spin down) = 7.34 / 7.29 eV
2S+1 = 6
⟨S²⟩ = 8.7535
Molar mass = 646.3 g/mol
Total charge = +1
HOMO energy (spin up / spin down) = -10.2355 / -10.2703 eV

Last column: natural (NBO) charge in e.
Cartesian coordinates (Å):
Sb (-0.45122, 3.01011, -1.47622)  1.10
Mn (-0.04151, -0.49588, -0.07243)  1.40
N (-0.25509, 0.13182, 2.27233)  -0.69
N (-2.07821, 0.47982, -1.16997)  -0.57
N (-1.97364, -1.71314, 1.11138)  -0.87
N (0.66828, -6.44989, -2.23151)  -0.33
N (-0.02032, -2.24375, -1.21256)  -0.74
N (1.41140, -1.95290, 1.31692)  -0.87
N (1.52180, -3.11070, -5.24855)  -0.36
N (1.57822, 2.49865, 0.81717)  -0.51
N (1.29331, 0.46132, -1.66906)  -0.60
C (2.18336, -0.33783, -2.29641)  0.22
C (1.50874, 0.50008, -4.43300)  -0.12
C (-3.25268, -0.19565, -1.22828)  0.24
C (3.05883, -1.22926, -1.46249)  -0.64
C (0.22267, 4.44584, 1.14490)  -0.28
C (2.30637, 2.84306, 1.89626)  0.23
C (0.64402, -0.58931, 3.18624)  -0.23
C (1.14522, -3.51377, -4.23166)  0.31
C (-2.09259, 1.77536, -0.76917)  -0.10
C (-1.66637, 0.10234, 2.69137)  -0.22
C (2.30616, -0.33583, -3.67814)  -0.18
C (0.59865, 1.35995, -2.39871)  -0.08
C (0.67055, 1.39763, -3.78036)  -0.27
C (0.31001, -3.02275, -2.00660)  0.58
C (1.98928, 3.95307, 2.67221)  -0.25
C (0.57872, 3.30919, 0.42235)  -0.08
C (-4.42489, 0.35831, -0.73173)  -0.26
C (0.91846, 4.74931, 2.30767)  -0.14
C (0.70191, -3.95943, -2.94466)  -0.60
C (-3.23442, 2.36987, -0.24064)  -0.28
C (0.68337, -5.34589, -2.57396)  0.29
C (-4.40727, 1.63166, -0.18198)  -0.13
C (3.53279, 2.01730, 2.19787)  -0.65
C (0.94455, -2.00197, 2.71024)  -0.22
C (-3.26148, -1.53750, -1.90868)  -0.67
C (-2.25712, -1.28102, 2.48597)  -0.23
H (3.72334, 1.94071, 3.27048)  0.23
H (-2.30105, -2.03138, -1.80794)  0.24
H (0.22407, -0.62461, 4.19462)  0.20
H (0.65142, 5.61606, 2.90242)  0.23
H (0.08606, 2.12013, -4.33622)  0.23
H (2.76773, -2.28141, -1.55605)  0.24
H (1.40125, -2.87568, 0.90624)  0.40
H (1.56499, 0.47741, -5.51504)  0.24
H (-4.05847, -2.18120, -1.53221)  0.23
H (3.43818, 1.02359, 1.76329)  0.22
H (2.59382, 4.19568, 3.54016)  0.23
H (-5.31202, 2.06089, 0.23629)  0.24
H (-3.32288, -1.24063, 2.69899)  0.21
H (1.58079, -0.04319, 3.24404)  0.21
H (-1.77823, 0.39240, 3.73730)  0.20
H (-3.43911, -1.38371, -2.97603)  0.26
H (2.37641, -1.65038, 1.29472)  0.38
H (0.03195, 1.09759, 2.24000)  0.39
H (-1.82555, -1.98480, 3.19179)  0.20
H (3.00129, -0.92418, -0.42379)  0.20
H (-3.20758, 3.40325, 0.09054)  0.23
H (-1.90116, -2.71782, 1.02234)  0.39
H (-2.21111, 0.82241, 2.07638)  0.21
H (-5.35218, -0.20539, -0.79278)  0.24
H (3.00449, -1.01246, -4.15662)  0.25
H (-2.74241, -1.43486, 0.52790)  0.38
H (1.67300, -2.45138, 3.38354)  0.21
H (0.05063, -2.61915, 2.73998)  0.19
H (4.09418, -1.14660, -1.79214)  0.25
H (-0.57882, 5.08721, 0.79587)  0.23
H (4.40714, 2.49322, 1.74580)  0.25



ORCA calculation (ωB97M-V/def2-TZVPD) on 2 unconnected molecules or ions with the total composition H5N3O.

Calculated values
Orbital gap = 11.07 eV
Molar mass = 63.1 g/mol
HOMO energy = -10.3808 eV
SMILES = [H]/N=N\N.O

Last column: natural (NBO) charge in e.
Cartesian coordinates (Å):
O (-1.74189, 0.38314, 0.64903)  -0.95
N (0.07462, -1.35922, -0.06147)  -0.40
N (0.98723, 0.56263, -0.30568)  -0.67
N (0.55358, -0.55326, -0.89407)  0.03
H (-1.14117, 0.88414, 0.06738)  0.47
H (1.55415, 0.43597, 0.53029)  0.37
H (0.19080, -1.06480, 0.91528)  0.30
H (-1.84570, -0.51922, 0.07140)  0.48
H (1.36838, 1.23061, -0.97217)  0.38



ORCA calculation (ωB97M-V/def2-TZVPD) on a molecular structure, C15H29AlNO2SSi2.

Calculated values
Orbital gap = 8.82 eV
Molar mass = 370.6 g/mol
Total charge = +1
HOMO energy = -11.7962 eV

Last column: natural (NBO) charge in e.
Cartesian coordinates (Å):
S (-1.21491, 1.16773, 0.64256)  -0.25
Si (-0.89390, 4.37796, -1.03517)  1.63
Si (-0.89427, -3.52467, -0.82820)  1.91
Al (0.06527, -0.64712, 0.50254)  1.91
O (-0.31306, -2.12372, -0.14763)  -1.38
O (0.97673, -0.97725, 2.08595)  -0.65
N (1.06164, 0.65025, -0.50168)  -0.68
C (2.37041, 1.96007, -1.95859)  -0.26
C (0.28317, 2.86635, -1.05858)  -0.47
C (0.97282, -2.32838, 4.04757)  -0.44
C (0.13656, 1.64513, -0.39158)  0.12
C (2.21736, -1.76544, 2.11779)  -0.06
C (1.43025, 2.98367, -1.83792)  -0.08
C (2.14865, 0.79550, -1.27489)  0.08
C (-1.25043, -4.71569, 0.55611)  -1.14
C (-2.41600, 4.17583, 0.00836)  -1.13
C (0.42334, -4.17906, -1.96029)  -1.14
C (0.15503, 5.77142, -0.37880)  -1.11
C (1.85192, -2.96106, 2.96499)  -0.43
C (-1.37163, 4.62910, -2.81799)  -1.12
C (-2.44754, -3.10264, -1.75056)  -1.14
C (0.17078, -1.27671, 3.29390)  -0.06
H (-2.89161, -3.98266, -2.22169)  0.25
H (-1.92079, 3.76190, -3.19200)  0.25
H (-2.01824, 5.50351, -2.92289)  0.25
H (2.72904, -3.46175, 3.36807)  0.25
H (1.27792, -3.67212, 2.36896)  0.23
H (-2.24033, -2.37086, -2.53501)  0.24
H (-3.19025, -2.67382, -1.07358)  0.24
H (-2.18288, 4.01139, 1.06174)  0.25
H (0.64176, -3.45484, -2.74891)  0.24
H (-0.79450, -1.65022, 2.95302)  0.20
H (2.98285, -1.14284, 2.57691)  0.21
H (-0.40894, 6.70669, -0.35574)  0.25
H (-1.67397, -5.64524, 0.16661)  0.25
H (1.58991, -1.85733, 4.81215)  0.23
H (0.10478, -5.10703, -2.44180)  0.25
H (0.31897, -3.04952, 4.53220)  0.25
H (-1.97790, -4.29150, 1.25317)  0.24
H (0.48163, 5.55369, 0.64087)  0.24
H (2.82631, -0.04676, -1.32489)  0.22
H (-0.50307, 4.78196, -3.46252)  0.24
H (1.04551, 5.93753, -0.98945)  0.24
H (1.60264, 3.90585, -2.38349)  0.23
H (-2.99001, 5.10335, -0.06697)  0.25
H (-0.34759, -4.97964, 1.11312)  0.23
H (1.34953, -4.38768, -1.41916)  0.23
H (2.48957, -1.99856, 1.09040)  0.21
H (-3.05199, 3.35884, -0.33601)  0.25
H (3.25097, 2.07060, -2.57418)  0.25
H (0.03850, -0.34419, 3.83317)  0.22



ORCA calculation (ωB97M-V/def2-TZVPD) on a single C19H21NO5 molecule.

Calculated values
Orbital gap = 9.89 eV
Molar mass = 343.4 g/mol
HOMO energy = -9.3502 eV
SMILES = COC(=O)c1ccc(CNC(=O)COC(=O)[C@H]2C[C@@H]3C=C[C@H]2C3)cc1

Last column: natural (NBO) charge in e.
Cartesian coordinates (Å):
O (1.70596, -5.90299, -1.94042)  -0.51
O (2.16090, -4.74872, -3.80688)  -0.59
O (0.97044, 1.94709, 1.27917)  -0.64
O (-2.33145, -0.93781, 2.16343)  -0.62
O (-0.58430, 1.84866, 2.89089)  -0.49
N (-0.96696, -0.00638, 0.61810)  -0.62
C (0.77301, -3.75401, -2.14611)  -0.18
C (-0.46161, 4.44845, -0.20923)  -0.39
C (-0.05522, 3.97988, 2.09148)  -0.32
C (-1.56056, 5.75670, 1.38875)  -0.19
C (-0.61794, -2.86865, -0.40204)  -0.17
C (-0.50349, 0.42602, 2.94529)  -0.17
C (-0.17734, -1.55609, -2.36361)  -0.23
C (0.15946, -3.89331, -0.90300)  -0.17
C (-0.79574, -1.69419, -1.12752)  -0.02
C (-1.37346, -0.25513, 1.87413)  0.65
C (-0.56106, 6.49299, 0.92118)  -0.19
C (-1.22728, 4.31427, 1.10928)  -0.25
C (2.49438, -6.97067, -2.44167)  -0.26
C (1.61337, -4.82390, -2.73372)  0.78
C (-1.62376, -0.58157, -0.53933)  -0.25
C (0.59879, -2.57903, -2.87267)  -0.14
C (0.19941, 2.49858, 2.03069)  0.83
C (0.45576, 5.55231, 0.32744)  -0.26
C (1.10267, 4.81944, 1.52682)  -0.40
H (-1.10046, -2.97084, 0.55888)  0.22
H (1.90375, 4.16651, 1.18038)  0.23
H (0.53922, 0.11112, 2.82200)  0.21
H (3.52399, -6.64164, -2.59792)  0.19
H (-0.33234, 4.24099, 3.11329)  0.24
H (-0.87680, 0.14460, 3.93072)  0.22
H (-0.42965, 7.55687, 0.99068)  0.22
H (-2.58495, -0.97011, -0.19022)  0.25
H (1.17087, 5.99041, -0.36337)  0.22
H (-0.30846, -0.64611, -2.93108)  0.21
H (-1.09542, 4.78320, -1.02876)  0.22
H (2.45366, -7.75724, -1.69257)  0.19
H (-0.10078, 0.49731, 0.46864)  0.43
H (1.08270, -2.48851, -3.83331)  0.24
H (1.50433, 5.51430, 2.26200)  0.22
H (-1.79477, 0.20504, -1.27977)  0.20
H (0.29416, -4.80437, -0.34191)  0.23
H (0.07439, 3.54606, -0.49659)  0.22
H (-2.43021, 6.07474, 1.93300)  0.22
H (-2.05339, 3.60873, 1.15387)  0.23
H (2.09277, -7.32486, -3.39348)  0.19